Record 1
111
Properties=species:S:1:pos:R:3 method="wB97M-V/def2-TZVPD" molar_mass_g_mol=1118.78 relative_energy_ev=0.000 charge=-1 multiplicity=2 total_energy_ev=-201150.761
Cu 0.3200 0.4893 -1.1712
Te 2.9728 1.8283 1.3920
C 4.7279 1.4398 2.5069
C 4.8160 0.3299 3.3377
C 6.0020 0.0948 4.0173
N 7.0859 0.8796 3.9345
C 6.9798 1.9512 3.1461
C 5.8383 2.2692 2.4213
C 2.5113 -0.2490 0.9912
P 2.5881 -0.2899 -0.8473
C 2.4853 -2.0738 -1.3866
C 1.5396 -2.4429 -2.3407
C 1.4369 -3.7622 -2.7782
C 2.2905 -4.7296 -2.2704
C 3.2511 -4.3723 -1.3289
C 3.3455 -3.0583 -0.8956
C 4.3889 -0.0637 -1.2335
C 5.3869 -0.3718 -0.3112
C 6.7280 -0.1904 -0.6285
C 7.0945 0.3054 -1.8754
C 6.1107 0.6044 -2.8081
C 4.7704 0.4192 -2.4849
P 0.6905 -0.4029 1.2990
C 0.4736 -2.2516 1.3136
C 1.4862 -3.1217 1.7158
C 1.2775 -4.4949 1.7552
C 0.0507 -5.0265 1.3780
C -0.9600 -4.1771 0.9474
C -0.7449 -2.8016 0.9096
C 0.5343 -0.0638 3.1196
C 1.0804 -0.8741 4.1129
C 0.9570 -0.5404 5.4569
C 0.2746 0.6102 5.8341
C -0.2832 1.4249 4.8580
C -0.1518 1.0868 3.5144
H 3.9781 -0.3525 3.4236
H 6.0929 -0.7724 4.6656
H 7.8620 2.5824 3.0751
H 5.8321 3.1437 1.7795
H 0.8659 -1.6889 -2.7303
H 0.6815 -4.0301 -3.5087
H 2.2079 -5.7594 -2.6005
H 3.9228 -5.1231 -0.9267
H 4.0914 -2.7949 -0.1544
H 5.0948 -0.7246 0.6710
H 7.4874 -0.4248 0.1091
H 8.1396 0.4620 -2.1159
H 6.3854 0.9807 -3.7868
H 4.0107 0.6250 -3.2346
H 2.4563 -2.7035 1.9682
H 2.0814 -5.1549 2.0645
H -0.1092 -6.0995 1.3978
H -1.9127 -4.5854 0.6292
H -1.5183 -2.1442 0.5342
H 1.6029 -1.7804 3.8373
H 1.3959 -1.1818 6.2130
H 0.1792 0.8681 6.8826
H -0.8162 2.3265 5.1386
H -0.5758 1.7345 2.7577
N 2.4530 2.9383 -2.2575
C 1.3580 3.3766 -1.6067
N 0.5216 2.5985 -0.9845
C -0.5354 3.3604 -0.4606
C -1.5998 2.8489 0.2656
C -2.5550 3.7153 0.7715
C -2.4666 5.0900 0.5474
C -1.4136 5.6148 -0.1879
C -0.4589 4.7368 -0.6804
S 0.9758 5.0895 -1.5995
H 2.6902 1.9735 -2.0884
H 3.1901 3.5809 -2.4752
H -1.6538 1.7792 0.4156
H -3.3828 3.3090 1.3431
H -3.2269 5.7531 0.9414
H -1.3409 6.6806 -0.3729
C -1.3517 -0.3676 -1.7046
Ge -3.2227 -0.0550 -1.4343
C -4.2711 -1.4465 -2.3583
C -4.9569 -1.2217 -3.5531
C -5.5966 -2.2629 -4.2218
C -5.5590 -3.5507 -3.7033
C -4.8854 -3.7931 -2.5094
C -4.2506 -2.7490 -1.8471
C -4.0114 -0.0504 0.3752
C -5.4082 -0.0517 0.4789
C -6.0386 -0.0316 1.7186
C -5.2806 -0.0196 2.8855
C -3.8942 -0.0371 2.8053
C -3.2720 -0.0556 1.5599
C -3.7749 1.6412 -2.2746
C -4.7030 2.5274 -1.7238
C -5.0476 3.7067 -2.3788
C -4.4682 4.0198 -3.6025
C -3.5371 3.1529 -4.1640
C -3.1940 1.9781 -3.5020
H -1.3144 -1.2678 -2.3363
H -4.9951 -0.2185 -3.9684
H -6.1256 -2.0680 -5.1477
H -6.0485 -4.3630 -4.2267
H -4.8541 -4.7959 -2.0980
H -3.7308 -2.9498 -0.9127
H -6.0126 -0.0764 -0.4239
H -7.1209 -0.0309 1.7754
H -5.7698 -0.0069 3.8519
H -3.2894 -0.0384 3.7056
H -2.1904 -0.0851 1.5235
H -5.1556 2.3055 -0.7631
H -5.7643 4.3855 -1.9290
H -4.7340 4.9384 -4.1121
H -3.0751 3.3948 -5.1144
H -2.4419 1.3204 -3.9307

---

Record 2
18
Properties=species:S:1:pos:R:3 method="wB97M-V/def2-TZVPD" molar_mass_g_mol=144.13 smiles="OC1=C(O)NCC1.N=C=O" relative_energy_ev=1.092 total_energy_ev=-14436.652
O 0.8770 -0.3808 2.0386
C 0.7865 -0.1005 0.6902
C 0.5420 -0.9457 -0.3110
O 0.3986 -2.3005 -0.2189
N 0.4980 -0.3156 -1.5669
C 0.5517 1.1310 -1.3181
C 0.8759 1.3098 0.1811
H 0.8913 -1.3415 2.1345
H 0.3750 -2.6676 -1.1072
H -0.3097 -0.5899 -2.1164
H -0.3993 1.6078 -1.5711
H 1.3304 1.5596 -1.9521
H 1.8793 1.7145 0.3273
H 0.1704 1.9709 0.6873
N -2.1652 0.0501 1.7110
C -2.2954 -0.2780 0.5740
O -2.6305 -0.5522 -0.5007
H -1.3761 0.1286 2.3185

---

Record 3
94
Properties=species:S:1:pos:R:3 method="wB97M-V/def2-TZVPD" molar_mass_g_mol=872.91 relative_energy_ev=0.000 charge=-1 multiplicity=3 total_energy_ev=-83705.913
Au 0.6650 -0.0728 1.6140
C -0.8448 -4.0293 1.4159
Si -1.8704 -3.4756 -0.0624
C -2.2553 -5.0255 -1.0724
C -3.5195 -2.7904 0.5194
N -1.0901 -2.3208 -1.0122
P 0.3000 -1.6616 -1.2017
C 0.5025 -0.1161 -0.4064
P -0.0604 1.4509 -0.9930
N -1.0833 2.1839 -0.0859
Si -1.1278 3.4589 1.0262
C -2.4596 3.1598 2.3137
C 0.5020 3.7356 1.9249
C -1.5728 5.0838 0.1647
C -0.7815 1.3100 -2.6640
C -2.1493 1.0564 -2.7362
C -2.7811 0.9585 -3.9650
C -2.0551 1.1297 -5.1357
C -0.6935 1.3842 -5.0725
C -0.0573 1.4648 -3.8420
C 1.4787 2.3956 -1.2838
C 1.3678 3.6810 -1.8124
C 2.4916 4.4694 -1.9913
C 3.7444 3.9803 -1.6393
C 3.8638 2.7035 -1.1138
C 2.7341 1.9137 -0.9380
C 0.6688 -1.5381 -2.9841
C -0.2934 -1.9174 -3.9091
C -0.0010 -1.8983 -5.2660
C 1.2535 -1.4996 -5.7018
C 2.2184 -1.1134 -4.7790
C 1.9256 -1.1348 -3.4257
C 1.7058 -2.7247 -0.6987
C 1.6962 -4.0268 -1.1997
C 2.7105 -4.9146 -0.8864
C 3.7565 -4.5088 -0.0655
C 3.7788 -3.2156 0.4306
C 2.7585 -2.3265 0.1136
H -1.4241 -4.6508 2.1039
H -0.4515 -3.1754 1.9728
H 0.0143 -4.6141 1.0772
H -2.9006 -5.7144 -0.5202
H -1.3394 -5.5624 -1.3321
H -2.7620 -4.7598 -2.0031
H -4.0387 -3.4822 1.1876
H -4.1654 -2.5999 -0.3414
H -3.3794 -1.8447 1.0439
H -2.1840 2.3503 2.9917
H -3.4076 2.8982 1.8381
H -2.6176 4.0565 2.9193
H 0.7892 2.8459 2.4911
H 0.4284 4.5754 2.6219
H 1.3058 3.9552 1.2172
H -2.4583 4.9543 -0.4618
H -0.7548 5.4215 -0.4767
H -1.7777 5.8794 0.8861
H -2.7087 0.9514 -1.8150
H -3.8441 0.7554 -4.0090
H -2.5501 1.0610 -6.0972
H -0.1205 1.5073 -5.9833
H 1.0082 1.6524 -3.8027
H 0.3884 4.0617 -2.0801
H 2.3926 5.4678 -2.3995
H 4.6243 4.5980 -1.7712
H 4.8367 2.3203 -0.8315
H 2.8211 0.9216 -0.5120
H -1.2640 -2.2297 -3.5428
H -0.7578 -2.1892 -5.9844
H 1.4807 -1.4853 -6.7611
H 3.1997 -0.8010 -5.1150
H 2.6826 -0.8453 -2.7037
H 0.8769 -4.3424 -1.8371
H 2.6856 -5.9244 -1.2773
H 4.5489 -5.2025 0.1878
H 4.5860 -2.8942 1.0773
H 2.7681 -1.3244 0.5235
C -2.1222 -0.4809 3.1633
C -1.5306 0.0623 4.4289
C -2.3630 0.3022 5.5075
C -1.8828 0.7873 6.7197
C -0.5197 1.0374 6.8682
C 0.3555 0.8100 5.8290
C 1.8181 1.0952 5.9876
C -0.1168 0.3168 4.5505
N 0.7842 0.1594 3.5988
H -3.2003 -0.6014 3.2800
H -1.6936 -1.4505 2.9076
H -1.9436 0.1733 2.3058
H -3.4239 0.1034 5.3992
H -2.5654 0.9685 7.5410
H -0.1406 1.4185 7.8105
H 2.0395 1.4133 7.0079
H 2.1391 1.8720 5.2918
H 2.4088 0.2122 5.7421

---

Record 4
50
Properties=species:S:1:pos:R:3 method="wB97M-V/def2-TZVPD" molar_mass_g_mol=578.01 charge=+1 multiplicity=5 total_energy_ev=-67748.369
Os -0.9562 -0.5817 1.1998
S -2.5639 0.9913 0.7748
C -4.0647 0.1388 1.0217
C -5.2180 0.7781 0.5248
N -6.1240 1.3198 0.0799
C -4.0995 -1.0765 1.6672
S -2.6576 -1.8080 2.2589
C -5.3105 -1.7484 1.9263
N -6.2818 -2.3082 2.1608
C 0.9553 -3.2216 1.9647
O 0.6676 -2.0365 1.2493
Si 1.7805 -1.1136 0.3270
C 3.2409 -0.6871 1.4742
C 2.5113 -2.2369 -1.0227
C 0.4703 0.2523 -0.1457
Si 0.8809 2.0396 0.4835
C 2.6723 2.5472 0.0944
C -0.2179 3.4432 -0.1775
C 0.6747 1.8848 2.3920
Si -0.3140 0.0356 -1.9185
C -1.1937 -1.6698 -1.7933
C 1.0273 0.0061 -3.2698
C -1.5849 1.3288 -2.4998
H 1.3758 -3.9681 1.2898
H 0.0365 -3.6169 2.3992
H 1.6670 -3.0157 2.7661
H 3.7406 -1.5979 1.7965
H 2.9657 -0.1368 2.3674
H 3.9808 -0.1063 0.9374
H 3.1000 -3.0342 -0.5758
H 3.1864 -1.6694 -1.6518
H 1.7688 -2.7019 -1.6608
H 2.8897 2.4846 -0.9640
H 3.4047 1.9557 0.6260
H 2.8115 3.5795 0.3950
H 0.0209 3.6713 -1.2100
H -0.0216 4.3453 0.3959
H -1.2799 3.2428 -0.1133
H 1.5963 1.5724 2.8682
H -0.1103 1.1684 2.6835
H 0.3997 2.8397 2.8261
H -0.4834 -2.4882 -1.7555
H -1.8333 -1.8427 -2.6515
H -1.8326 -1.7468 -0.9039
H 1.6950 -0.8405 -3.1954
H 1.6238 0.9093 -3.2567
H 0.5418 -0.0489 -4.2374
H -2.3464 1.5715 -1.7699
H -2.0915 0.9452 -3.3804
H -1.1007 2.2516 -2.7972

---

Record 5
8
Properties=species:S:1:pos:R:3 method="wB97M-V/def2-TZVPD" molar_mass_g_mol=133.03 relative_energy_ev=6.985 total_energy_ev=-36723.926
C -2.0591 0.0014 -0.0462
F -1.2244 0.9884 -0.4471
Si 1.7483 -0.4278 0.0329
Cl 1.2568 1.1334 1.3717
Cl 2.1523 0.3161 -1.8983
H -1.5169 -0.8904 -0.2645
H -3.0483 0.1554 0.3331
H 2.6913 -1.2766 0.9183

---

Record 6
77
Properties=species:S:1:pos:R:3 method="wB97M-V/def2-TZVPD" molar_mass_g_mol=601.48 relative_energy_ev=0.883 charge=-1 total_energy_ev=-63301.590
O 19.3601 3.8812 -1.0292
C 20.0291 3.6088 -2.2617
O 21.2685 3.3038 -2.1256
O 19.3941 3.6704 -3.3350
H 20.1976 4.0048 -0.5079
C 22.4892 5.9385 -3.5209
O 23.0703 6.8792 -2.6145
C 22.9344 8.1674 -2.7784
O 23.5828 8.9250 -2.1708
O 21.9412 8.4766 -3.5796
C 21.6748 9.8639 -3.7579
H 21.9900 5.1539 -2.9574
H 23.2126 5.5472 -4.2335
H 21.7182 6.3895 -4.1485
H 21.4268 10.0317 -4.8042
H 22.5128 10.5066 -3.5010
H 20.8100 10.0938 -3.1409
C 18.5630 7.0831 -1.3883
O 18.3753 8.0766 -0.3881
C 17.3696 8.8990 -0.6067
O 16.6486 8.8470 -1.5415
O 17.2375 9.6874 0.4566
C 16.2034 10.6375 0.4013
H 18.6730 7.6241 -2.3299
H 17.6739 6.4828 -1.5531
H 19.4339 6.4545 -1.2693
H 16.5937 11.6080 0.6872
H 15.4585 10.4190 1.1841
H 15.5472 10.5829 -0.4631
C 17.8865 3.8762 1.2885
O 18.6008 4.5743 2.3022
C 19.9204 4.4085 2.2745
O 20.5153 3.7685 1.4911
O 20.4413 5.1353 3.2598
C 21.8449 5.1686 3.3717
H 18.2247 4.0951 0.2774
H 16.8418 4.1775 1.3768
H 17.8780 2.7899 1.3944
H 22.0816 6.1380 3.8178
H 22.4457 5.1388 2.4614
H 22.2610 4.3987 4.0248
C 23.4894 1.3328 2.4314
O 23.3862 2.7246 2.1814
C 23.5488 3.1249 0.9286
O 23.4848 2.4988 -0.0621
O 23.9177 4.4064 0.8992
C 23.7717 5.0013 -0.3825
H 23.0972 1.0831 3.4110
H 24.5328 1.0341 2.3273
H 22.9000 0.7707 1.7053
H 24.4531 4.4944 -1.0743
H 24.0095 6.0610 -0.4185
H 22.7720 4.9061 -0.8112
C 16.2743 4.3226 -2.2829
O 15.2262 3.3851 -2.5864
C 15.6125 2.2130 -3.0795
O 16.7305 1.9053 -3.2638
O 14.5344 1.4539 -3.3228
C 14.7264 0.1576 -3.8486
H 15.9013 5.3288 -2.4472
H 17.2011 4.0791 -2.8106
H 16.4340 4.2090 -1.2080
H 15.6681 0.0059 -4.3679
H 13.8586 -0.0594 -4.4642
H 14.7153 -0.5633 -3.0251
C 18.0403 0.4041 -0.8338
O 17.9112 -0.1800 0.4758
C 17.7658 -1.4670 0.5819
O 17.5833 -2.2294 -0.2979
O 17.8565 -1.7729 1.8619
C 17.7237 -3.1349 2.2099
H 19.0196 0.1889 -1.2596
H 17.9118 1.4752 -0.7427
H 17.2801 -0.0079 -1.4955
H 16.7649 -3.5846 1.9558
H 17.9352 -3.3280 3.2564
H 18.5026 -3.6547 1.6402

---

Record 7
13
Properties=species:S:1:pos:R:3 method="wB97M-V/def2-TZVPD" molar_mass_g_mol=85.11 smiles="NCCC=C=O" relative_energy_ev=1.690 total_energy_ev=-7797.955
N 0.9331 0.7314 0.5868
C -0.4710 0.4999 0.9082
C -1.1345 -0.0664 -0.3536
C -0.1389 -0.9930 -0.9921
C 1.1793 -0.8296 -0.8730
O 2.3387 -0.9854 -1.0373
H 1.5787 0.5629 1.3476
H 1.1357 1.6291 0.1618
H -0.5075 -0.2645 1.6899
H -0.9771 1.3975 1.2856
H -1.4344 0.7519 -1.0282
H -2.0574 -0.5991 -0.0937
H -0.4449 -1.8346 -1.6020

---

Record 8
17
Properties=species:S:1:pos:R:3 method="wB97M-V/def2-TZVPD" molar_mass_g_mol=119.12 relative_energy_ev=1.741 total_energy_ev=-11925.801
C 1.2795 -0.4776 -0.2503
C -1.3109 -0.0200 -0.1843
C -1.7388 -0.3041 -1.6113
N 1.6498 0.6457 0.4284
C 1.5145 0.7357 1.8991
O -0.2743 -0.9168 0.2448
O 0.7235 -0.1728 2.3581
O 1.9696 1.7134 2.4354
H 0.0363 -0.6867 1.4295
H 1.8072 1.5166 -0.0559
H 1.7345 -1.3948 0.1179
H 1.2596 -0.3781 -1.3324
H -0.9584 1.0127 -0.0711
H -2.1432 -0.1657 0.5079
H -2.5738 0.3416 -1.8826
H -0.9299 -0.1053 -2.3154
H -2.0451 -1.3440 -1.7178